The following is a quantum chemistry calculation of a molecular structure, C6H12O at a distorted geometry, from the Open Molecules 2025 dataset.

Structure (XYZ):
```
19
Properties=species:S:1:pos:R:3:mulliken_charge:R:1
C 1.211 1.457 -0.584 -1.414
C 0.489 0.084 -0.628 0.172
C 1.032 -0.842 0.438 -0.699
C 0.235 -2.081 0.463 -0.479
O -1.392 -1.430 -0.093 -0.572
C -1.220 -0.093 -0.447 0.258
C -1.748 0.881 0.608 -1.167
H 2.139 1.566 -1.179 0.369
H 0.515 2.204 -0.960 0.365
H 1.482 1.739 0.444 0.317
H 0.667 -0.404 -1.604 0.367
H 1.180 -0.382 1.426 0.360
H 1.968 -0.864 -0.130 0.356
H 0.268 -2.638 1.426 0.283
H 0.311 -2.741 -0.387 0.269
H -1.571 0.150 -1.470 0.329
H -1.138 0.734 1.505 0.253
H -1.632 1.915 0.261 0.291
H -2.797 0.744 0.911 0.342
```

Energy relative to the best compared isomer or geometry (same formula, charge and spin)   256.16 kJ/mol
Net charge   0
F_max   2.68 eV/A
Total energy   -310.9617 Ha